25
Properties=species:S:1:pos:R:3:forces:R:3 method="wB97M-V/def2-TZVPD" relative_energy_kj_mol=0.0 homo_lumo_gap_ev="6.49 / 5.12" e_tot_ha=-833.3689 spin_multiplicity=3 lumo_ev="0.5 / -4.2" s2=2.008
C -0.979 1.722 -0.327 0.4314 0.8806 -0.2106
C 2.579 0.202 -0.282 -0.7358 0.7723 -0.7136
C -1.861 0.496 -0.545 2.8900 -1.2627 0.1927
C 0.317 0.072 0.651 0.5705 0.3331 -1.9382
C 3.321 -0.032 -1.584 -6.4276 -0.7442 -2.1710
C -3.171 0.484 0.161 -4.0867 1.5958 0.1621
C 0.817 -0.425 1.948 1.9252 1.0469 1.1358
N -0.968 -0.516 0.221 -0.4152 3.6407 -0.7351
N -1.193 -1.815 -0.043 1.2601 -1.1613 1.6802
O -1.008 2.813 -0.810 -0.7172 -0.7657 0.0892
O 3.021 0.680 0.721 0.0924 -0.3245 -0.6604
O -2.187 -2.054 -0.686 -5.2528 -0.2877 -3.5716
O -0.374 -2.648 0.338 3.6589 -1.9536 1.6137
O 0.000 1.425 0.578 0.1435 0.4853 0.9404
O 1.222 -0.164 -0.444 0.5114 -0.1199 0.4138
H -1.783 0.168 -1.618 -0.6309 0.4412 1.0235
H 2.979 -1.030 -1.930 0.8022 0.1086 0.4533
H 4.288 0.062 -1.426 4.5288 0.4173 0.3814
H 2.899 0.542 -2.518 0.8917 -0.2791 2.2063
H -3.276 -0.286 0.955 0.4796 0.7122 -0.4028
H -4.029 0.227 -0.530 1.2144 0.0772 0.4510
H -3.540 1.539 0.547 1.2975 -2.0232 -0.4834
H 1.697 0.322 2.298 -2.3391 -1.9336 -0.7803
H 1.264 -1.435 1.662 -0.9524 1.1017 1.2314
H -0.035 -0.346 2.664 0.8599 -0.7576 -0.3077

=====

20
Properties=species:S:1:pos:R:3:forces:R:3 method="wB97M-V/def2-TZVPD" total_charge=+1 relative_energy_kj_mol=284.6 homo_lumo_gap_ev=8.07 e_tot_ha=-436.6578 lumo_ev=-5.1
C 0.105 0.046 -3.130 0.3741 -0.7911 1.7165
C 1.201 0.666 -2.597 -1.0469 1.9513 2.2725
C -0.958 -0.259 -2.237 -0.5018 -0.8014 -0.4663
C 1.131 1.091 -1.250 1.2329 1.1470 -0.6077
C -1.026 0.195 -0.933 1.5396 -0.4520 -1.5768
C 0.061 0.903 -0.426 -1.0813 -0.5942 -0.1113
C -0.422 -0.511 2.762 1.3836 0.4949 -2.3380
N -0.618 -1.697 3.373 0.7375 2.6307 -1.2832
N -0.004 1.316 0.894 1.6801 -0.8405 1.3225
N 0.517 -0.225 1.869 -1.1902 0.4701 0.5364
H 0.356 -0.349 -4.086 -1.2215 -0.3912 -0.9403
H 1.950 1.101 -3.198 1.1063 -0.2380 -0.6219
H -1.723 -0.993 -2.480 0.0334 0.3839 -0.5481
H 1.858 1.741 -0.792 0.8731 -0.0534 -0.3611
H -1.727 -0.210 -0.281 -1.5263 -0.2700 0.9145
H -1.063 0.404 2.791 -0.1532 -1.3244 1.0730
H -1.450 -1.686 3.873 -1.4106 -0.7940 1.3149
H -0.080 -2.531 3.218 0.0669 -0.0072 -0.0157
H 0.786 1.997 1.106 -0.8144 -1.3805 -0.0700
H 1.107 -1.001 1.525 -0.0813 0.8601 -0.2098

=====

25
Properties=species:S:1:pos:R:3:forces:R:3 method="wB97M-V/def2-TZVPD" relative_energy_kj_mol=125.2 homo_lumo_gap_ev=8.62 e_tot_ha=-1611.5479 lumo_ev=0.3
C 3.696 0.773 -0.477 1.4422 -0.8544 -0.9701
C 2.844 0.105 -1.351 1.2571 0.7632 -0.3020
C 3.265 1.493 0.640 -1.2944 -1.9636 -2.3851
C 1.503 0.207 -1.133 -0.1329 -1.0924 -0.2653
C 1.885 1.493 0.931 1.8521 -0.5244 -0.4373
C 1.056 0.784 0.058 0.5163 0.9840 -0.9781
C -1.180 -1.903 0.734 0.1317 -0.5908 0.2758
N -4.566 0.046 0.268 -0.5259 -0.9437 -0.4125
N -2.563 1.603 -0.249 -0.4770 -0.4408 0.1944
N -2.164 -0.885 0.541 1.2784 1.3383 -0.0363
O -0.559 -2.170 -0.491 1.4297 -1.7133 -2.0367
O -0.262 0.948 0.244 -1.6403 -0.0857 1.3220
P -4.216 1.525 0.101 0.8347 1.0361 0.1863
P -3.723 -1.355 -0.091 -1.1143 -1.1272 1.6480
P -1.509 0.269 -0.584 0.0218 0.5865 -0.8707
H 4.755 0.626 -0.828 -0.8333 0.8295 1.1635
H 3.330 -0.316 -2.260 -0.9071 0.0854 0.7729
H 4.071 1.969 1.071 0.8840 1.3414 1.8563
H 0.871 -0.247 -1.897 -0.4232 0.2908 0.6116
H 1.563 2.015 1.813 -0.6309 0.0452 0.0292
H -1.780 -2.719 1.073 0.1660 -1.1941 0.6466
H -0.331 -1.679 1.384 -0.6709 0.5275 0.8054
H -2.027 2.447 -0.144 -0.2159 0.4842 -0.0592
H 0.156 -2.879 -0.511 -1.4880 1.4029 0.6181
H -4.114 -2.152 1.157 0.5401 0.8154 -1.3765

=====

22
Properties=species:S:1:pos:R:3:forces:R:3 method="wB97M-V/def2-TZVPD" relative_energy_kj_mol=826.3 homo_lumo_gap_ev="7.10 / 7.20" e_tot_ha=-566.7125 lumo_ev="-1.0 / -1.2"
C 3.422 0.076 -0.387 3.6620 2.2971 -1.9168
C 2.366 -0.756 -0.485 -1.0438 -3.8045 0.1764
C 3.288 1.283 0.299 1.1125 -1.0577 -0.5312
C 1.083 0.952 0.597 -3.3190 -4.5364 0.3801
C 1.151 -0.410 0.142 -0.2778 -0.0626 -0.6658
C -0.542 -2.193 -0.297 0.8520 0.2948 -0.0489
C -3.724 0.982 0.168 -0.7154 -0.0411 0.1563
N 2.122 1.578 0.778 1.6324 5.4477 1.6375
N -1.634 0.807 1.049 -1.0398 -0.4670 -1.4568
N 0.080 -1.154 0.418 0.3936 0.8662 0.4583
N -2.254 0.837 -0.047 -0.5726 0.8559 0.7930
O -1.893 0.947 -1.237 0.9300 -0.6217 0.3919
H 4.410 0.056 -0.996 -1.6972 -0.9988 1.2645
H 2.471 -1.872 -0.742 0.0194 1.9312 -0.1776
H 4.106 1.979 0.507 -0.1131 -0.4272 -0.1806
H 0.060 1.143 0.976 0.8777 1.0216 -0.1522
H -1.391 -2.412 0.246 -2.0427 -0.7362 1.0789
H -0.856 -1.860 -1.240 -0.4944 0.8839 -1.6555
H -0.088 -3.125 -0.514 1.4121 -0.9923 0.1001
H -3.790 1.657 0.993 -0.3780 0.5403 0.4928
H -4.183 1.434 -0.725 0.4323 -0.4850 0.3462
H -4.202 0.050 0.497 0.3696 0.0921 -0.4906

=====

22
Properties=species:S:1:pos:R:3:forces:R:3 method="wB97M-V/def2-TZVPD" relative_energy_kj_mol=415.8 homo_lumo_gap_ev=9.61 e_tot_ha=-566.8688 lumo_ev=0.5
C 0.060 -2.700 2.583 1.3649 -0.3292 -0.0741
C -0.149 -1.133 2.870 3.2337 -3.4411 4.9988
C -0.064 0.239 0.985 -1.0554 -1.4872 1.0874
C -0.362 1.100 -1.239 2.6521 -2.2651 1.2409
C -0.429 2.307 -3.062 0.0074 -0.1205 -0.7999
C 0.803 1.783 -3.594 -2.8740 0.3212 3.5459
C 1.408 0.808 -2.721 0.6847 1.3463 -1.3872
H -0.832 -3.441 2.976 2.3464 1.9372 -1.1502
H 1.187 -2.903 3.316 -3.5667 -0.1572 -2.8214
H 0.176 -2.773 1.175 -0.0016 -0.1171 4.7266
H 0.910 -0.758 3.107 -1.6768 -0.0223 -1.1921
H -0.651 -0.886 3.821 0.0735 -1.0751 0.2852
H -1.646 -1.013 1.474 1.8594 1.2509 1.2347
H -2.096 0.698 -0.124 4.6253 -0.2624 1.2052
H -1.160 2.843 -3.733 1.3016 0.0267 0.8263
H 1.149 2.334 -4.424 0.7701 -0.3484 -1.1343
H 2.454 0.421 -2.978 -1.7022 0.1701 0.5856
N -0.824 -0.486 1.935 -2.8012 2.1768 -5.6845
N -0.928 0.636 -0.046 -2.4373 0.7577 -1.5400
N -0.931 2.101 -1.786 -0.0952 0.6102 -3.6473
N 0.787 0.411 -1.640 -1.0287 0.5050 0.3091
O 1.137 0.410 1.102 -1.6800 0.5235 -0.6149

=====

22
Properties=species:S:1:pos:R:3:forces:R:3 method="wB97M-V/def2-TZVPD" relative_energy_kj_mol=802.1 homo_lumo_gap_ev=9.46 e_tot_ha=-566.7217 lumo_ev=0.8
C 1.630 1.870 -0.804 -0.1005 -0.2883 0.0102
N 2.739 1.254 -0.659 -0.3142 0.2549 0.0280
N 2.735 -0.068 -0.247 0.4391 0.1792 -0.1766
C 1.590 -0.881 -0.247 -0.2074 0.0069 0.4950
N 0.618 -0.763 0.581 3.7707 0.1559 0.7697
N 0.686 0.279 1.473 0.2056 -0.0399 1.0882
H 1.683 2.921 -1.103 0.0743 -0.3810 0.1053
H 0.639 1.408 -0.662 0.4926 0.1927 -0.0846
H 3.578 -0.532 -0.575 -0.3585 0.3029 0.0858
H 1.569 -1.702 -0.961 -0.1181 0.1170 0.2502
H 1.654 0.529 1.748 -0.6455 -0.2022 -0.3717
H 0.125 0.041 2.306 0.4286 0.1337 -0.7426
C -0.458 -3.238 -0.905 -0.0071 -0.5750 -0.2234
C -0.856 -2.150 -0.605 -1.4135 0.5654 -0.1303
C -1.321 -0.872 -0.253 -0.3231 -2.7345 -1.2768
C -1.695 0.209 0.052 -2.1345 2.8445 0.2068
C -2.228 1.558 0.395 0.9045 -0.2460 -0.1824
O -3.599 1.536 0.723 -0.0330 0.2033 0.1033
H -0.111 -4.212 -1.173 -0.0696 0.2104 0.0607
H -2.008 2.253 -0.454 -0.1548 -0.4330 0.5247
H -1.689 1.944 1.281 -0.3078 -0.1540 -0.4344
H -4.072 1.166 -0.025 -0.1279 -0.1132 -0.1052

=====

22
Properties=species:S:1:pos:R:3:forces:R:3 method="wB97M-V/def2-TZVPD" relative_energy_kj_mol=565.3 homo_lumo_gap_ev=6.76 e_tot_ha=-889.6680 smiles="CC1=NN=C(C)C2=[S@@H](=N)NC2=C1" lumo_ev=-1.0
C 3.438 -0.799 0.027 1.0948 1.0337 -1.8466
C 2.017 -0.496 -0.285 -2.1290 -4.2940 0.7557
N 1.817 0.800 -0.472 -0.1990 3.2630 -1.0826
N 0.821 1.544 -0.356 1.8636 -0.3450 0.2239
C -0.422 1.256 0.140 -1.5323 2.4442 1.0659
C -0.969 2.479 0.875 -0.1112 -2.3184 1.1490
C -1.076 0.219 -0.329 0.1525 -2.1132 -0.4402
S -2.806 -0.393 -0.810 -0.4164 4.3869 2.1146
N -3.411 -1.240 0.343 -2.6934 0.5593 2.9547
N -1.309 -1.867 -0.941 1.1178 1.3205 0.7174
C -0.392 -1.038 -0.534 -0.8858 -1.3953 -2.4227
C 0.996 -1.426 -0.447 1.4809 0.5912 0.5954
H 3.903 -1.780 -0.300 -0.8513 1.2657 0.2417
H 3.569 -0.652 1.072 0.2163 -0.1663 1.0393
H 3.894 0.138 -0.447 0.3610 -1.7118 0.5191
H -0.270 2.604 1.717 -0.2965 0.2341 -0.1158
H -1.993 2.337 1.287 0.7191 0.0971 -0.5002
H -0.874 3.293 0.234 -0.0898 1.6165 -0.8997
H -3.145 0.942 -0.301 -0.4204 -1.0555 -1.1131
H -4.007 -0.631 1.103 2.1294 -1.7262 -2.7359
H -0.996 -2.773 -0.982 0.5706 -2.9227 -0.4436
H 1.216 -2.517 -0.596 -0.0812 1.2362 0.2236

=====

22
Properties=species:S:1:pos:R:3:forces:R:3 method="wB97M-V/def2-TZVPD" total_charge=+1 relative_energy_kj_mol=517.5 homo_lumo_gap_ev="6.36 / 6.36" e_tot_ha=-546.0849 smiles="[H]/N=C(C)/C=C(/N)C1=C=C(N)N=[NH+]1" lumo_ev="-6.1 / -6.1"
H -0.844 -2.415 0.259 0.6134 -0.6969 0.1123
N -0.543 -1.477 0.474 1.8200 0.3762 -0.4720
C -1.334 -0.628 -0.093 -0.4186 -0.0816 0.6155
C -2.705 -1.121 -0.646 1.9321 -0.4500 0.8738
C -1.035 0.743 -0.002 1.7311 0.7417 -0.0531
C 0.162 1.440 0.150 -2.6830 -1.3585 -0.2750
N 0.194 2.772 0.318 2.8499 0.4658 -0.5670
C 1.381 0.727 -0.009 1.1501 0.4155 0.2660
C 1.803 -0.546 0.196 -3.0169 -0.5776 0.1846
C 3.177 -0.767 0.090 -1.2898 -0.7159 -0.5057
N 3.864 -1.911 -0.051 1.9401 1.0895 -2.0865
N 3.553 0.407 -0.322 0.8687 1.3859 -0.7944
N 2.530 1.309 -0.381 1.5231 -0.3515 0.1664
H -2.481 -2.209 -0.780 -0.5603 0.9062 -1.5318
H -3.341 -1.286 0.205 -0.6748 0.8657 0.5517
H -3.146 -0.428 -1.400 0.3699 -1.2200 0.3573
H -1.829 1.357 -0.202 -2.0746 1.5655 -0.3006
H -0.644 3.298 0.492 0.0907 0.1718 -0.1306
H 1.138 3.245 0.154 -2.4840 -0.5274 0.6945
H 3.777 -2.573 0.647 0.0852 -1.5946 1.3424
H 4.728 -1.878 -0.650 -1.3462 -0.0828 1.3434
H 2.791 2.203 -0.789 -0.4263 -0.3269 0.2086

=====

23
Properties=species:S:1:pos:R:3:forces:R:3 method="wB97M-V/def2-TZVPD" total_charge=+1 relative_energy_kj_mol=100.6 homo_lumo_gap_ev=7.75 e_tot_ha=-944.4192 smiles="N[C@]1(c2nccs2)CC=NC(=[NH2+])N1" lumo_ev=-4.7
N 0.009 0.541 -1.555 1.2804 5.0008 5.8203
C -0.130 0.320 0.129 1.5527 -0.8022 -3.5646
C -1.490 -0.153 0.394 -1.2167 1.1537 -0.3490
N -1.805 -1.403 0.399 1.9390 -0.1077 -0.8092
C -3.119 -1.628 0.330 -1.3509 1.2695 1.2321
C -3.854 -0.444 0.490 1.8445 -1.2446 -1.0092
S -2.862 0.957 0.338 0.6097 -1.7647 0.7695
C 0.332 1.591 0.741 0.4889 1.8016 0.9138
C 1.805 1.829 0.339 -0.6091 -1.7943 1.5111
N 2.577 0.782 0.357 0.6700 3.4369 -0.2189
C 2.102 -0.468 0.600 -0.4223 1.9038 -0.2563
N 3.007 -1.340 0.886 2.9425 1.0150 1.1758
N 0.831 -0.720 0.505 -1.5216 -1.6084 -0.8107
H -0.049 -0.299 -1.983 0.2230 -3.4222 -1.6496
H 0.971 1.021 -1.557 -1.8998 -1.5410 -1.0585
H -3.392 -2.682 0.269 -0.6386 0.5770 0.2151
H -4.853 -0.315 0.726 -1.8629 0.0435 -0.0575
H 0.278 1.638 1.904 -0.0578 -0.2636 -1.9194
H -0.294 2.385 0.327 0.0604 0.1359 0.2810
H 2.177 2.871 0.182 0.0052 -1.1773 -0.1266
H 3.945 -0.904 1.292 -2.5323 -1.9297 -1.4787
H 2.660 -2.266 0.910 0.7086 -1.2902 0.7580
H 0.536 -1.683 0.271 -0.2128 0.6080 0.6316

=====

20
Properties=species:S:1:pos:R:3:forces:R:3 method="wB97M-V/def2-TZVPD" total_charge=+1 relative_energy_kj_mol=227.5 homo_lumo_gap_ev=8.44 e_tot_ha=-477.6107 lumo_ev=-4.8
C -3.319 -0.284 0.140 1.8270 -0.8709 -1.9505
C -2.405 0.561 0.730 -0.7854 1.3531 1.9977
C -2.655 -0.911 -0.904 0.2147 2.8181 3.7623
C -1.228 0.367 0.102 2.6114 1.0008 0.7309
C 0.108 0.800 0.435 -0.6648 0.1686 -0.0712
C 1.341 0.266 -0.256 -1.3344 -1.2837 -0.3250
C 2.892 -1.186 0.745 -0.3905 -0.9855 -0.9194
N 1.153 1.500 -0.993 1.0894 1.4458 1.5609
O -1.372 -0.521 -0.882 0.0569 -1.3876 -1.9606
O 2.483 0.146 0.459 0.1512 1.3179 0.5354
H -4.267 -0.550 0.397 -2.5002 -0.1065 0.7319
H -2.599 1.241 1.567 0.2345 -0.3816 -0.3902
H -3.117 -1.520 -1.566 -0.2635 -2.0191 -2.3782
H 0.248 1.510 1.310 -0.1296 -0.8859 -1.3572
H 1.096 -0.654 -0.914 0.4240 1.5671 0.9073
H 3.012 -1.463 1.809 0.0329 0.8473 -0.4596
H 3.829 -1.307 0.162 -0.6077 -0.5440 0.5696
H 2.033 -1.782 0.369 1.0821 -0.5285 0.1429
H 1.049 1.443 -1.973 -0.4810 -0.2544 -1.1961
H 1.718 2.343 -0.738 -0.5669 -1.2709 0.0693